The following is a quantum chemistry calculation of 8 unconnected molecules or ions with the total composition C35H68N8O4P at a distorted geometry, from the Open Molecules 2025 dataset.

Each line ends with the Löwdin charge.
Element x y z (Å)
N -4.16 2.18 0.92  -0.002
C -2.85 2.33 1.56  -0.274
C -1.84 3.24 0.82  -0.191
C -2.44 4.24 -0.19  -0.195
C -1.95 3.98 -1.63  -0.139
C -2.13 2.53 -2.08  -0.440
O -0.92 1.85 -2.09  -0.321
P -1.32 0.25 -2.74  0.432
O -2.42 1.01 -3.88  -0.327
C -2.85 2.29 -3.46  -0.338
C -4.33 2.44 -3.20  -0.158
O -5.08 1.90 -4.29  -0.139
O -6.43 1.85 -3.90  -0.056
H -4.79 1.83 1.62  0.049
H -4.13 1.49 0.18  0.050
H -2.92 2.65 2.60  0.094
H -2.39 1.32 1.59  0.084
H -1.07 2.64 0.34  0.099
H -1.31 3.81 1.59  0.052
H -3.52 4.34 -0.13  0.091
H -2.03 5.22 0.06  0.092
H -0.91 4.25 -1.75  0.112
H -2.55 4.65 -2.27  0.103
H -2.82 2.09 -1.35  0.085
H -0.54 -0.31 -1.63  -0.053
H -0.17 0.40 -3.62  -0.042
H -1.60 -1.06 -3.30  -0.052
H -2.47 0.04 -1.89  -0.015
H -2.47 2.97 -4.22  0.145
H -4.57 3.50 -3.07  0.127
H -4.67 1.93 -2.29  0.116
H -6.51 1.08 -3.31  0.089
C 0.25 -3.07 -0.21  -0.117
C 0.87 -4.29 -0.90  -0.271
C 1.99 -3.91 -1.87  -0.175
C 1.47 -3.03 -2.93  -0.202
N 1.07 -2.34 -3.74  0.188
H -0.22 -2.40 -0.92  0.042
H -0.52 -3.39 0.50  0.056
H 1.01 -2.52 0.35  0.074
H 0.08 -4.83 -1.44  0.111
H 1.27 -4.96 -0.15  0.052
H 2.41 -4.80 -2.34  0.112
H 2.79 -3.39 -1.35  0.119
C 3.09 5.64 2.83  -0.107
C 3.40 4.16 2.64  -0.257
C 2.25 3.39 1.98  -0.177
C 1.04 3.45 2.81  -0.216
N 0.05 3.48 3.40  0.162
H 2.24 5.79 3.50  0.064
H 3.94 6.15 3.27  0.068
H 2.86 6.11 1.87  0.080
H 3.63 3.71 3.60  0.081
H 4.29 4.06 2.01  0.110
H 2.52 2.34 1.85  0.120
H 2.02 3.80 1.00  0.102
C 2.13 -4.49 -8.76  -0.118
C 1.47 -3.87 -7.53  -0.258
C 2.46 -3.13 -6.63  -0.192
C 3.48 -4.06 -6.12  -0.247
N 4.26 -4.80 -5.72  0.130
H 2.86 -5.25 -8.48  0.066
H 1.38 -4.97 -9.39  0.067
H 2.64 -3.73 -9.36  0.073
H 0.96 -4.65 -6.97  0.112
H 0.70 -3.16 -7.86  0.111
H 1.94 -2.70 -5.77  0.060
H 2.96 -2.33 -7.17  0.119
C -0.53 -7.56 3.39  -0.111
C 0.24 -8.02 2.15  -0.262
C 1.70 -7.57 2.16  -0.183
C 1.78 -6.10 2.18  -0.230
N 1.85 -4.96 2.19  0.177
H -0.58 -6.47 3.44  0.071
H -1.56 -7.93 3.36  0.072
H -0.06 -7.93 4.30  0.075
H -0.26 -7.64 1.26  0.112
H 0.21 -9.11 2.10  0.106
H 2.21 -7.93 1.26  0.117
H 2.22 -7.96 3.03  0.118
C 1.92 2.15 -4.88  -0.108
C 2.89 1.12 -4.30  -0.259
C 2.67 0.88 -2.80  -0.189
C 2.87 2.12 -2.05  -0.230
N 3.02 3.08 -1.46  0.145
H 2.06 3.13 -4.42  0.069
H 2.09 2.27 -5.95  0.066
H 0.89 1.84 -4.73  0.054
H 3.92 1.46 -4.47  0.103
H 2.77 0.18 -4.83  0.092
H 3.37 0.13 -2.43  0.111
H 1.66 0.52 -2.62  0.072
C -4.91 -1.94 4.38  -0.114
C -3.42 -1.92 4.66  -0.267
C -2.65 -0.96 3.75  -0.186
C -2.81 -1.36 2.34  -0.245
N -2.93 -1.67 1.25  0.178
H -5.12 -2.30 3.37  0.071
H -5.42 -2.62 5.07  0.067
H -5.35 -0.95 4.49  0.075
H -3.02 -2.93 4.55  0.107
H -3.25 -1.62 5.70  0.104
H -1.59 -0.97 4.00  0.118
H -3.02 0.06 3.87  0.111
C 1.09 4.46 8.04  -0.111
C 1.72 3.94 6.76  -0.262
C 3.20 4.34 6.61  -0.182
C 3.33 5.80 6.58  -0.245
N 3.43 6.94 6.56  0.148
H 1.08 5.55 8.07  0.070
H 0.06 4.13 8.12  0.072
H 1.63 4.10 8.92  0.073
H 1.16 4.30 5.90  0.091
H 1.65 2.85 6.74  0.110
H 3.61 3.93 5.69  0.089
H 3.79 3.95 7.44  0.118

- Charge: -1
- Gap between HOMO and LUMO: 5.89 eV
- HOMO energy: -3.994 eV
- Relative energy (zero: lowest compared OMol25 entry of this formula, charge and spin): 0.0 kcal/mol